[1]
The following is a quantum chemistry calculation of a structure of composition C2H3BrO2, from the OMol25 dataset.

XYZ file:
```
8
Properties=species:S:1:pos:R:3
C 0.199 -0.468 -0.651
C -0.208 0.686 0.853
O -0.888 -0.620 -1.489
O -0.395 -1.671 -0.678
Br 1.913 -0.313 -1.366
H 0.218 1.699 0.553
H 0.436 0.066 1.542
H -1.276 0.621 1.235
```

The total energy is -76254.852 eV. The calculation puts the energy above the lowest of the compared OMol25 structures with the same formula, charge and spin at 5.4252 eV. The LUMO energy comes out at 0.63 eV. Its net charge is 0. For the HOMO-LUMO gap, the calculation gives 11.2000 eV.



[2]
The following is a quantum chemistry calculation of a cluster of 5 separate species, C20H48B2ClIN11O8 in total, from the OMol25 dataset.

XYZ file:
```
91
Properties=species:S:1:pos:R:3
C -1.819 -0.703 4.881
C -0.855 -0.837 4.184
C 0.315 -0.941 3.303
N 0.943 0.381 3.199
C 2.087 0.323 2.285
B 2.583 1.855 2.032
O 3.798 2.255 2.550
N 1.720 2.772 1.314
C 0.842 3.538 2.237
C 2.439 3.723 0.446
C 1.678 -0.231 0.908
I 3.314 0.076 -0.423
N 1.119 -1.662 0.986
C 2.127 -2.598 1.554
B 1.842 -4.166 1.649
O 2.869 -4.875 2.252
O 0.709 -4.805 1.240
C 0.617 -2.176 -0.340
Cl -0.409 -0.922 -1.128
C 1.657 -2.684 -1.362
C 1.376 -4.145 -1.781
C -0.121 -1.477 1.917
O -0.837 -2.632 2.075
C -2.058 -2.748 1.322
C -3.182 -1.817 1.732
C -4.337 -1.945 0.707
C -5.679 -2.104 1.432
H -2.567 -0.799 5.634
H 0.987 -1.639 3.808
H 0.253 0.998 2.777
H 2.930 -0.222 2.710
H 3.977 1.754 3.354
H -0.031 3.869 1.672
H 1.339 4.451 2.563
H 0.483 2.949 3.080
H 2.648 3.266 -0.520
H 3.344 4.127 0.905
H 1.783 4.573 0.254
H 0.887 0.431 0.570
H 3.062 -2.504 1.000
H 2.401 -2.311 2.566
H 3.439 -5.342 1.632
H 0.386 -5.420 1.911
H -0.070 -2.994 -0.172
H 2.683 -2.639 -1.012
H 1.620 -2.089 -2.268
H 1.822 -4.864 -1.099
H 1.784 -4.296 -2.779
H 0.304 -4.334 -1.848
H -0.750 -0.699 1.481
H -1.898 -2.630 0.249
H -2.386 -3.779 1.461
H -2.836 -0.780 1.712
H -3.549 -2.048 2.729
H -4.159 -2.799 0.047
H -4.391 -1.045 0.102
H -5.706 -1.380 2.249
H -5.770 -3.092 1.884
H -6.520 -1.878 0.781
C -5.584 1.156 -2.073
O -5.414 0.417 -1.113
N -5.603 2.516 -1.948
N -5.763 0.679 -3.335
H -5.739 3.140 -2.720
H -5.478 2.895 -1.029
H -5.746 -0.315 -3.458
H -5.891 1.266 -4.137
C -1.536 2.431 -3.899
O -2.431 1.742 -4.353
N -1.356 3.737 -4.259
N -0.634 1.946 -2.987
H -0.625 4.318 -3.895
H -1.997 4.120 -4.928
H -0.744 0.990 -2.705
H 0.110 2.491 -2.593
C 3.259 -4.517 -5.763
O 3.269 -5.121 -4.702
N 4.206 -3.585 -6.083
N 2.303 -4.731 -6.714
H 4.220 -3.085 -6.951
H 4.930 -3.417 -5.411
H 1.600 -5.416 -6.512
H 2.278 -4.252 -7.594
C 2.179 7.461 2.603
O 1.382 6.688 2.091
N 2.207 8.787 2.291
N 3.102 7.055 3.525
H 2.850 9.440 2.698
H 1.539 9.116 1.619
H 3.108 6.085 3.778
H 3.763 7.673 3.956
```

The total energy is -76265.041 eV. The LUMO energy comes out at -2.32 eV. Its net charge is +1. For the HOMO-LUMO gap, the calculation gives 8.7813 eV.



[3]
The following is a quantum chemistry calculation of a structure of composition C27H57F3MgN3O9S4, from the OMol25 dataset.

XYZ file:
```
104
Properties=species:S:1:pos:R:3
Mg 1.202 -4.525 2.854
C 1.232 -1.066 -1.218
O 2.561 -1.500 -1.503
O 0.875 -1.854 -0.109
C 1.179 0.529 -1.271
F 1.860 1.183 -0.349
F 1.414 0.948 -2.516
F -0.089 0.947 -1.148
C 2.956 -1.488 -2.904
C 4.449 -1.585 -2.710
H 5.032 -1.641 -3.629
H 4.750 -0.726 -2.110
H 4.713 -2.484 -2.151
H 2.813 -0.543 -3.428
H 2.481 -2.352 -3.369
H 0.559 -1.440 -1.989
C 3.383 -5.526 -8.717
C 3.518 -6.922 -8.313
N 3.654 -8.035 -8.017
H 3.251 -4.946 -7.803
H 2.510 -5.406 -9.359
H 4.245 -5.135 -9.256
C 7.736 4.515 -1.030
C 9.173 4.928 -0.987
N 10.263 5.255 -0.910
H 7.095 5.397 -1.044
H 7.508 3.914 -0.149
H 7.528 3.761 -1.789
C -5.408 -0.103 -4.333
C -5.611 0.730 -5.520
N -5.827 1.339 -6.488
H -5.127 -1.141 -4.511
H -6.390 -0.042 -3.863
H -4.686 0.271 -3.606
C -3.123 -6.870 -0.167
S -2.713 -7.755 1.421
O -2.017 -6.680 2.210
C -4.431 -7.885 2.066
H -3.946 -6.156 -0.140
H -3.357 -7.654 -0.887
H -2.218 -6.428 -0.585
H -5.030 -8.503 1.397
H -4.797 -6.861 2.150
H -4.286 -8.300 3.064
C 5.450 -8.106 0.192
S 3.659 -8.363 -0.323
O 2.958 -7.134 0.238
C 3.878 -8.257 -2.131
H 5.681 -8.473 1.193
H 5.576 -7.046 -0.024
H 6.138 -8.647 -0.458
H 4.693 -7.573 -2.367
H 3.077 -7.872 -2.762
H 4.050 -9.237 -2.576
C 5.636 -1.516 5.991
S 5.831 -2.103 4.193
O 4.460 -2.621 3.851
C 6.079 -0.511 3.373
H 5.333 -2.323 6.658
H 4.881 -0.778 6.260
H 6.563 -1.023 6.281
H 6.570 0.340 3.846
H 5.065 -0.199 3.123
H 6.556 -0.759 2.425
C -3.235 -2.242 6.178
S -1.500 -1.779 6.530
O -0.572 -2.608 5.649
C -1.506 -0.098 5.727
H -3.815 -2.607 7.025
H -3.124 -3.134 5.561
H -3.795 -1.403 5.765
H -1.706 -0.355 4.687
H -0.505 0.325 5.808
H -2.309 0.604 5.949
C -5.256 4.717 3.347
C -5.674 6.128 3.806
O -6.146 6.983 3.037
C -5.505 6.523 5.246
H -4.684 4.627 2.423
H -6.060 3.982 3.385
H -4.541 4.332 4.074
H -6.368 6.204 5.830
H -5.427 7.610 5.242
H -4.511 6.187 5.540
C -7.512 6.982 -2.871
C -6.660 5.711 -2.627
O -7.202 4.653 -2.348
C -5.220 5.805 -3.041
H -6.946 7.569 -3.594
H -7.574 7.487 -1.906
H -8.522 6.706 -3.173
H -4.703 6.332 -2.239
H -4.938 6.360 -3.935
H -4.647 4.906 -3.267
C -0.854 9.464 -0.725
C 0.373 8.652 -0.320
O 1.393 9.131 0.154
C 0.349 7.144 -0.616
H -1.504 9.555 0.145
H -1.439 9.019 -1.530
H -0.333 10.347 -1.096
H -0.134 6.842 -1.545
H -0.098 6.544 0.177
H 1.389 6.834 -0.719
```

The total energy is -108739.878 eV. The LUMO energy comes out at -7.37 eV. Its net charge is +1. For the HOMO-LUMO gap, the calculation gives 3.2542 eV.



[4]
The following is a quantum chemistry calculation of a structure of composition C38H92F6O14Zn2, from the OMol25 dataset.

XYZ file:
```
152
Properties=species:S:1:pos:R:3
Zn -0.721 3.742 2.445
Zn 1.642 1.674 0.256
C 1.815 4.035 -1.912
O 1.666 3.003 -2.856
O 1.794 3.420 -0.678
C 3.001 4.980 -2.228
F 2.687 5.754 -3.282
F 3.407 5.742 -1.217
F 4.046 4.210 -2.595
C 0.576 3.027 -3.788
C 0.554 1.603 -4.360
H -0.221 1.566 -5.124
H 1.536 1.422 -4.799
H 0.376 0.853 -3.591
H 0.847 3.770 -4.538
H -0.418 3.206 -3.369
H 0.922 4.677 -1.955
C -0.893 0.984 0.741
O 0.284 0.203 0.509
O -0.223 2.142 1.179
C -1.824 1.131 -0.495
F -1.285 1.860 -1.480
F -2.044 -0.104 -0.974
F -3.002 1.661 -0.183
C 0.159 -1.224 0.800
C 1.387 -1.943 0.316
H 2.373 -1.598 0.643
H 1.356 -2.961 0.709
H 1.448 -1.969 -0.771
H -0.679 -1.640 0.239
H -0.021 -1.452 1.852
H -1.441 0.533 1.571
C -2.955 -1.641 -4.052
C -1.545 -1.187 -4.471
C -0.436 -1.996 -3.787
O -1.470 -1.252 -5.888
H -3.064 -1.516 -2.974
H -3.067 -2.705 -4.277
H -3.773 -1.146 -4.572
H -1.530 -0.117 -4.246
H 0.446 -2.167 -4.400
H -0.799 -2.957 -3.420
H -0.110 -1.464 -2.885
H -1.317 -0.401 -6.297
C 3.400 5.074 1.947
C 1.965 5.562 2.124
C 1.592 6.839 1.378
O 1.131 4.470 1.682
H 3.643 4.792 0.919
H 3.596 4.243 2.625
H 4.124 5.870 2.134
H 1.814 5.634 3.207
H 2.079 7.662 1.894
H 0.509 6.962 1.346
H 1.832 6.697 0.322
H 1.417 4.253 0.755
C -0.283 2.876 6.205
C 0.523 2.165 5.119
C -0.160 0.906 4.592
O 0.631 3.056 3.973
H 0.165 3.804 6.567
H -0.255 2.298 7.132
H -1.312 3.038 5.886
H 1.527 1.890 5.444
H -0.298 0.168 5.379
H 0.413 0.436 3.792
H -1.126 1.209 4.174
H 1.443 3.567 4.084
C -2.852 -5.480 1.235
C -2.941 -4.052 0.803
C -2.448 -3.854 -0.621
O -4.331 -3.680 0.780
H -3.282 -5.598 2.234
H -1.819 -5.800 1.417
H -3.273 -6.203 0.541
H -2.387 -3.281 1.357
H -3.041 -4.388 -1.362
H -1.393 -4.146 -0.615
H -2.459 -2.799 -0.906
H -4.714 -4.011 1.600
C -1.001 -4.914 4.494
C 0.141 -4.124 3.842
C 0.133 -2.639 4.205
O 1.378 -4.708 4.203
H -1.121 -4.704 5.559
H -0.853 -5.961 4.247
H -1.945 -4.537 4.088
H 0.146 -4.055 2.747
H 0.884 -2.160 3.570
H 0.390 -2.414 5.242
H -0.849 -2.217 3.972
H 1.330 -4.765 5.166
C 3.473 -0.958 -2.799
C 3.684 -0.107 -1.557
C 4.734 0.975 -1.872
O 2.430 0.621 -1.348
H 3.218 -0.315 -3.644
H 2.697 -1.713 -2.677
H 4.396 -1.483 -3.048
H 3.969 -0.690 -0.685
H 4.411 1.775 -2.535
H 5.658 0.543 -2.263
H 5.101 1.368 -0.918
H 2.334 1.129 -2.176
C 5.209 -5.277 1.494
C 4.109 -4.722 2.390
C 4.349 -3.258 2.684
O 2.850 -4.855 1.717
H 6.148 -5.300 2.049
H 5.279 -4.691 0.578
H 5.059 -6.327 1.239
H 4.048 -5.324 3.301
H 5.326 -3.168 3.164
H 3.580 -2.755 3.271
H 4.431 -2.745 1.720
H 2.187 -4.876 2.420
C 1.289 -4.979 -2.783
C 1.543 -5.322 -1.337
C 1.587 -6.845 -1.161
O 2.774 -4.716 -0.961
H 0.543 -5.623 -3.249
H 2.217 -5.126 -3.338
H 0.961 -3.948 -2.903
H 0.719 -4.890 -0.752
H 2.369 -7.307 -1.764
H 0.653 -7.300 -1.498
H 1.740 -7.108 -0.113
H 2.812 -4.775 0.019
C -3.158 4.668 -0.831
C -1.661 4.888 -0.586
C -1.133 6.195 -1.173
O -1.591 4.940 0.887
H -3.544 3.855 -0.215
H -3.340 4.384 -1.868
H -3.771 5.532 -0.560
H -1.142 3.998 -0.938
H -0.098 6.295 -0.853
H -1.719 7.026 -0.783
H -1.158 6.075 -2.254
H -2.212 5.632 1.154
C -6.005 1.948 -1.477
C -7.408 2.619 -1.585
C -7.579 3.334 -2.911
O -8.382 1.612 -1.479
H -5.188 2.642 -1.684
H -5.949 1.112 -2.179
H -5.811 1.466 -0.514
H -7.450 3.321 -0.744
H -8.369 4.079 -2.821
H -7.806 2.678 -3.750
H -6.648 3.843 -3.172
H -8.314 1.212 -0.606
```

The total energy is -182690.313 eV. The LUMO energy comes out at -7.39 eV. Its net charge is +2. For the HOMO-LUMO gap, the calculation gives 5.6426 eV.



[5]
The following is a quantum chemistry calculation of a cluster of 2 separate species, C6H12O2 in total, from the OMol25 dataset.

XYZ file:
```
20
Properties=species:S:1:pos:R:3
C -0.388 -0.746 2.470
C -0.906 0.461 1.981
C 0.211 1.437 1.675
O 1.473 1.116 1.645
H -0.045 -1.456 1.699
H -1.223 -1.206 3.026
H 0.442 -0.560 3.173
H -1.422 0.333 1.010
H -1.626 0.915 2.688
H 0.020 2.518 1.469
C 0.460 0.846 -2.368
C 0.808 -0.587 -2.163
C -0.307 -1.467 -1.574
O -1.460 -1.107 -1.510
H 0.380 1.396 -1.415
H -0.485 0.967 -2.924
H 1.276 1.289 -2.963
H 1.020 -0.970 -3.180
H 1.721 -0.728 -1.553
H 0.050 -2.452 -1.186
```

The total energy is -10510.047 eV. The calculation puts the energy above the lowest of the compared OMol25 structures with the same formula, charge and spin at 2.2602 eV. The LUMO energy comes out at 0.88 eV. Its net charge is 0. For the HOMO-LUMO gap, the calculation gives 10.8569 eV.



[6]
The following is a quantum chemistry calculation of a structure of composition C29H57Co2N3O9, from the OMol25 dataset.

XYZ file:
```
100
Properties=species:S:1:pos:R:3
Co 1.077 0.098 3.183
Co -2.048 0.316 2.636
C -0.891 -0.115 4.968
O 0.275 0.390 5.085
O -1.904 0.657 4.697
O -0.774 -0.794 3.880
C 0.089 0.741 0.990
O 1.214 0.227 1.165
O -0.977 -0.036 0.935
O -0.237 1.417 2.031
C -4.218 1.462 -3.709
C -4.376 1.313 -2.156
C -5.785 1.797 -1.786
C -6.902 0.834 -2.195
C -6.592 -0.576 -1.746
C -5.183 -1.125 -2.062
N -4.221 -0.060 -1.679
O -2.907 -0.582 -1.799
C -4.976 -2.332 -1.119
C -5.178 -1.606 -3.555
C -3.349 2.283 -1.469
H -3.392 0.806 -3.992
H -3.823 2.471 -3.829
H -5.053 1.175 -4.342
H -5.797 1.788 -0.690
H -5.957 2.810 -2.148
H -7.001 0.848 -3.289
H -7.915 1.171 -1.963
H -7.357 -1.087 -2.346
H -6.966 -0.780 -0.740
H -4.831 -1.963 -0.099
H -5.841 -2.988 -1.014
H -4.091 -2.926 -1.347
H -5.375 -2.675 -3.517
H -5.883 -1.073 -4.189
H -4.175 -1.435 -3.949
H -3.033 1.962 -0.475
H -3.655 3.326 -1.437
H -2.423 2.167 -2.038
H -2.579 -0.447 -0.906
C -0.452 1.050 -5.413
C 0.805 0.523 -4.675
C 0.892 1.323 -3.334
C 1.945 0.775 -2.385
C 1.700 -0.724 -2.116
C 1.580 -1.579 -3.359
N 0.708 -0.885 -4.318
O 0.309 -1.686 -5.405
C 2.984 -1.888 -3.921
C 0.839 -2.873 -2.989
C 2.015 0.792 -5.595
H -1.397 0.789 -4.942
H -0.425 0.573 -6.395
H -0.373 2.128 -5.545
H 1.060 2.383 -3.542
H -0.103 1.251 -2.885
H 1.997 1.180 -1.372
H 2.932 0.964 -2.816
H 0.886 -0.888 -1.409
H 2.631 -0.892 -1.564
H 3.316 -2.798 -3.416
H 2.937 -2.183 -4.971
H 3.680 -1.056 -3.838
H -0.213 -2.653 -2.810
H 0.909 -3.622 -3.781
H 1.276 -3.358 -2.114
H 1.852 1.799 -5.982
H 1.973 0.099 -6.435
H 2.960 0.708 -5.063
H -0.597 -1.975 -5.251
C 2.891 2.126 3.459
C 3.759 1.274 4.384
C 3.415 1.881 5.760
C 3.919 1.082 6.930
C 3.413 -0.361 6.840
C 3.590 -1.098 5.482
N 3.289 -0.127 4.406
O 3.402 -0.741 3.131
C 5.054 -1.584 5.477
C 2.612 -2.293 5.481
C 5.245 1.492 3.936
H 1.849 2.072 3.793
H 2.950 1.788 2.419
H 3.153 3.182 3.439
H 3.991 2.811 5.772
H 2.352 2.052 5.928
H 3.527 1.444 7.879
H 5.010 0.999 6.902
H 2.350 -0.306 7.092
H 3.923 -0.949 7.605
H 5.196 -2.586 5.884
H 5.380 -1.684 4.436
H 5.769 -0.959 6.011
H 2.749 -2.772 6.454
H 1.549 -2.050 5.510
H 2.785 -3.034 4.702
H 5.913 1.221 4.758
H 5.438 2.503 3.591
H 5.560 0.779 3.171
H 4.353 -0.899 3.022
```

Its expectation value of S² is 12.0161. The total energy is -129140.098 eV. The LUMO energy (alpha / beta) comes out at -0.92 / -0.94 eV. Its net charge is 0. For the HOMO-LUMO gap (alpha / beta), the calculation gives 6.6910 / 6.6755 eV. The spin multiplicity is 7.